Entry 1:
Below is C27H39FeN8O4P as an isolated structure at a distorted geometry, with properties calculated with ωB97M-V/def2-TZVPD.

* charge: +1
* gap between HOMO and LUMO (spin up / spin down): 6.7 / 6.4 eV
* HOMO energy (spin up / spin down): -9.6 / -10.1 eV
* 2S+1: 6

```
80
Properties=species:S:1:pos:R:3:forces:R:3:lowdin_charge:R:1
Fe -0.7935 0.0005 -0.6262 -1.60 0.16 1.46 0.75
C -2.7750 -1.7047 -1.8678 -0.17 -0.31 -3.51 -0.05
O -2.1874 -0.4124 -1.8304 -2.79 -2.10 -2.00 -0.17
C -2.9818 0.5957 -2.2949 -0.38 1.78 -0.58 -0.20
C -4.2178 0.5421 -2.9261 0.14 -0.25 0.12 0.01
C -4.8385 1.7385 -3.3012 0.46 0.36 0.22 -0.05
C -4.2220 2.9686 -3.0432 -0.01 -0.47 -0.01 -0.06
C -2.9767 3.0066 -2.4132 0.05 -0.44 0.01 0.02
C -2.3606 1.8107 -2.0556 -2.24 1.32 -1.25 -0.21
N -1.1397 1.7157 -1.3944 0.03 2.19 -3.39 -0.03
N -0.2469 1.3687 -2.2145 0.44 0.14 -0.92 0.19
C 0.9587 0.9761 -1.5620 2.30 -1.01 -0.09 -0.13
C 1.1673 -0.3995 -1.1683 2.52 5.12 -3.33 -0.45
O 0.3308 -1.3666 -1.3084 -1.54 -0.34 -5.34 -0.16
C 2.4298 -0.6568 -0.5976 5.48 5.89 1.37 -0.09
C 3.4318 0.3082 -0.4463 -1.50 -2.37 -0.50 0.01
C 3.2294 1.6200 -0.8710 1.02 0.98 -1.00 -0.25
C 4.2558 2.5759 -0.7558 -0.10 1.01 -0.29 -0.02
C 4.0715 3.8851 -1.1980 0.54 -0.75 0.51 -0.08
C 2.8560 4.2550 -1.7565 -1.04 -0.62 -0.18 -0.07
C 1.8311 3.3123 -1.8706 -0.02 0.40 -0.01 -0.01
C 1.9863 1.9733 -1.4348 0.17 0.38 -0.63 -0.12
H -2.8784 -2.0522 -2.9009 -0.25 0.45 -0.12 0.14
H -3.7452 -1.7157 -1.3579 0.05 0.28 -0.19 0.14
H -2.1339 -2.4119 -1.3357 0.62 1.73 -4.06 0.03
H -4.7028 -0.4033 -3.1369 0.04 0.06 0.04 0.12
H -5.8049 1.7106 -3.7970 0.19 -0.05 0.10 0.11
H -4.7097 3.8943 -3.3342 0.08 -0.16 0.05 0.11
H -2.4818 3.9478 -2.2026 -0.04 -0.05 -0.01 0.12
H 2.6420 -1.6754 -0.2710 1.91 6.21 2.27 -0.01
H 4.3760 0.0014 -0.0077 -0.06 0.13 0.07 0.13
H 5.2137 2.2944 -0.3261 -0.16 -0.09 -0.04 0.12
H 4.8761 4.6080 -1.1096 -0.07 -0.10 0.00 0.11
H 2.6971 5.2691 -2.1091 -0.01 -0.14 0.02 0.11
H 0.8874 3.6202 -2.3163 0.16 -0.06 0.05 0.10
C 2.2578 -2.6981 -1.0532 -0.76 -5.49 -4.39 -0.16
N 1.9815 -2.7546 0.3740 -0.91 -3.42 0.91 -0.25
C 2.6977 -3.8381 1.0134 0.23 -0.57 1.00 -0.06
P 0.5516 -2.1476 0.9051 -0.04 -0.75 0.36 0.70
O 0.4717 -0.6731 0.5992 -0.10 -2.25 8.90 -0.33
N -0.6642 -2.9580 0.1460 -1.75 -0.85 0.16 -0.24
C -0.7281 -4.3980 -0.0091 0.40 -0.63 -0.10 -0.07
C -2.0076 -2.4049 0.2753 0.18 -6.81 3.66 -0.16
N 0.4634 -2.4368 2.5276 0.25 0.56 0.71 -0.27
C -0.0145 -1.3320 3.3546 0.22 0.98 0.14 -0.09
C -0.0029 -3.6958 3.0791 0.12 -0.83 -0.27 -0.10
H 3.3349 -2.6983 -1.2535 -0.05 -0.46 0.22 0.15
H 1.8630 -1.7753 -1.4911 1.07 -4.60 -1.79 0.06
H 1.8052 -3.5420 -1.5832 0.01 -0.54 0.11 0.13
H 3.7309 -3.9070 0.6540 -0.29 0.22 -0.18 0.10
H 2.2171 -4.8047 0.8415 0.15 -0.10 -0.02 0.08
H 2.7740 -3.6781 2.0930 -0.19 0.04 -0.14 0.09
H 0.2511 -4.8301 -0.2213 0.05 0.14 0.07 0.08
H -1.3617 -4.6688 -0.8618 0.04 0.21 0.08 0.10
H -1.1345 -4.8939 0.8765 -0.07 -0.06 -0.03 0.08
H -1.9984 -1.3173 0.1520 -0.23 -1.77 -0.50 -0.06
H -2.4365 -2.6294 1.2571 0.02 0.45 0.44 0.13
H -2.6804 -2.7951 -0.4965 -0.04 -1.57 3.88 0.06
H 0.5420 -0.4149 3.1361 -0.15 -0.17 -0.09 0.08
H 0.1354 -1.5291 4.4221 0.02 -0.28 -0.28 0.09
H -1.0785 -1.1407 3.1807 -0.05 0.04 0.13 0.09
H 0.4507 -4.5471 2.5652 -0.10 0.09 -0.03 0.07
H -1.0913 -3.7901 3.0125 -0.03 -0.02 0.05 0.09
H 0.2835 -3.7967 4.1323 0.01 0.26 -0.22 0.10
C 0.5631 3.6745 3.2782 0.60 0.13 0.25 -0.03
N 0.0108 3.2187 2.0199 -1.24 -0.01 -0.23 -0.08
C -1.4493 3.1949 1.8936 0.54 -0.35 -0.59 -0.01
C -1.6338 2.0142 0.9356 -1.36 0.41 1.05 -0.40
O -2.7106 1.6533 0.4802 0.88 0.23 0.85 0.07
N -0.4071 1.4193 0.6933 -1.69 2.15 2.51 0.07
C 0.4660 2.1259 1.3425 1.68 0.95 1.30 -0.37
N 1.7833 1.8541 1.3901 -0.70 -0.16 0.04 0.24
H 0.0519 4.5833 3.6131 0.04 -0.21 -0.27 0.10
H 1.6255 3.9171 3.1760 -0.21 -0.07 0.03 0.09
H 0.4505 2.9093 4.0534 0.04 0.04 0.03 0.10
H -1.8203 4.1168 1.4401 -0.16 -0.09 0.20 0.14
H -1.9457 2.9734 2.8427 0.00 0.16 -0.05 0.14
H 2.0353 1.1350 0.7187 0.07 -0.09 0.71 0.06
H 2.3666 2.6744 1.2851 0.12 -0.05 0.28 0.13
H -2.0438 -0.5686 0.3519 -0.79 5.90 2.25 0.13
```
Forces are in eV/Å.

Entry 2:
Below is C27H40BrIN4O3RhS2Si as an isolated structure at a distorted geometry, with properties calculated with ωB97M-V/def2-TZVPD.

* charge: +1
* gap between HOMO and LUMO: 6.5 eV
* ΔE to the lowest compared entry with this formula, charge and spin: 6.9 kcal/mol
* HOMO energy: -10.2 eV
* 2S+1: 1

```
80
Properties=species:S:1:pos:R:3:forces:R:3:lowdin_charge:R:1
Rh -0.4409 0.3891 -0.4738 -0.28 0.25 0.07 0.61
O 3.9322 0.7717 -1.4288 -0.02 -0.07 0.01 0.01
C 4.3253 1.1262 -0.1866 -0.12 -0.01 0.05 -0.26
C 5.6937 1.3058 0.0083 0.04 0.00 -0.03 0.00
C 6.1813 1.6631 1.2458 -0.01 0.00 0.01 -0.07
C 5.3122 1.8484 2.3212 0.04 0.01 0.02 -0.08
C 3.9606 1.6720 2.1352 -0.03 0.03 -0.01 -0.02
C 3.4362 1.3101 0.8861 0.11 -0.02 -0.09 -0.08
C 1.9819 1.1142 0.7480 -0.30 0.03 -0.01 -0.42
O 1.5119 0.7614 -0.4331 -0.01 0.17 -0.08 -0.28
N 1.2355 1.2696 1.7932 0.00 0.13 0.18 0.02
N -0.1375 1.1473 1.5453 0.59 -0.88 -0.46 -0.15
C -0.8242 1.4060 2.5978 -0.23 0.18 0.08 -0.91
S -0.0517 1.7167 4.1233 -0.03 0.11 0.10 0.99
C -1.5827 2.2053 4.9739 0.06 -0.02 0.01 -0.51
C -2.7463 1.4609 4.3524 -0.01 0.03 -0.03 -0.50
S -2.5582 1.5818 2.5506 -0.06 -0.11 0.05 0.95
H 2.9576 0.7301 -1.4293 0.05 0.02 0.00 0.03
H 6.3497 1.1562 -0.8391 0.00 0.00 0.01 0.12
H 7.2466 1.8000 1.3794 0.00 0.00 0.00 0.11
H 5.6948 2.1286 3.2930 0.00 0.00 -0.01 0.10
H 3.2712 1.8116 2.9564 0.00 0.00 -0.02 0.11
H -1.7145 3.2827 4.8868 0.02 0.01 -0.02 0.08
H -1.4647 1.9482 6.0257 -0.01 0.00 0.01 0.08
H -3.7002 1.9147 4.6178 -0.01 0.00 -0.02 0.08
H -2.7531 0.4131 4.6473 0.01 -0.03 -0.02 0.08
C -5.7479 -0.6869 0.8403 0.01 -0.01 0.00 -0.06
N -4.6592 -0.0565 0.1196 -0.04 0.05 -0.05 0.04
C -3.3790 -0.4504 0.1575 0.07 -0.08 0.02 -0.64
N -3.0607 -1.5087 0.9180 -0.10 0.21 0.25 0.21
O -2.5322 0.1663 -0.5353 0.06 0.13 0.16 -0.21
H -6.6683 -0.1600 0.6080 0.00 0.01 0.00 0.10
H -5.5939 -0.6376 1.9205 0.01 0.00 0.00 0.09
H -5.8775 -1.7276 0.5375 0.00 -0.01 0.00 0.09
H -4.8327 0.7579 -0.4445 -0.01 -0.02 0.00 0.15
H -3.7631 -2.0481 1.3910 0.01 0.00 0.04 0.11
H -2.1238 -1.8740 0.8721 0.00 0.11 0.11 0.05
Br 2.3639 3.3897 -2.7761 -0.04 0.05 0.03 0.83
C 1.0122 3.9485 -1.5896 -0.04 -0.03 -0.04 -0.72
C 1.2759 5.0161 -0.7409 0.01 -0.03 -0.01 -0.11
C 0.3041 5.4593 0.1417 -0.02 -0.02 0.01 -0.05
C -0.9412 4.8480 0.1824 0.04 0.05 0.04 -0.07
C -1.2121 3.7835 -0.6596 -0.07 -0.09 0.04 -0.16
C -0.2346 3.3338 -1.5368 0.11 0.10 -0.10 -0.66
I -0.6880 1.6433 -2.6858 0.06 -0.03 -0.14 1.35
H 2.2464 5.4910 -0.7785 -0.01 0.00 0.01 0.11
H 0.5244 6.2896 0.7992 0.00 0.00 -0.01 0.12
H -1.7010 5.1972 0.8687 0.00 -0.01 -0.01 0.11
H -2.1744 3.2874 -0.6261 0.01 0.02 -0.01 0.09
C 1.6284 -1.2481 -2.8506 0.00 -0.01 -0.01 -0.17
Si 0.2494 -1.6156 -1.6341 0.01 0.03 0.23 0.70
C -1.1910 -2.4466 -2.6117 -0.02 -0.07 -0.07 -0.62
C -2.1842 -3.1994 -1.7193 -0.04 0.07 -0.03 -0.08
C -0.5968 -3.4509 -3.6236 -0.04 0.04 0.00 -0.09
C -1.9818 -1.4258 -3.4394 0.01 0.05 0.04 -0.15
C 0.9658 -2.6784 -0.1956 0.02 -0.08 -0.04 -0.61
C 2.3019 -2.1178 0.3125 -0.01 0.04 0.07 -0.08
C 1.2512 -4.0846 -0.7568 0.02 0.01 0.00 -0.09
C 0.0390 -2.8105 1.0190 0.15 0.11 0.00 -0.10
H 1.7206 -2.0692 -3.5633 0.00 -0.01 0.02 0.04
H 2.5932 -1.1485 -2.3572 -0.02 0.07 0.01 0.02
H 1.4523 -0.3380 -3.4236 0.03 0.00 -0.05 0.01
H -1.7269 -4.0446 -1.2059 0.04 -0.04 0.02 0.07
H -2.9931 -3.6017 -2.3385 0.02 0.00 0.00 0.10
H -2.6387 -2.5506 -0.9709 0.05 -0.19 -0.31 0.04
H 0.0397 -4.2058 -3.1672 0.03 -0.02 0.03 0.07
H -0.0247 -2.9488 -4.4036 -0.01 -0.01 0.00 0.08
H -1.4220 -3.9742 -4.1170 0.00 0.00 0.02 0.09
H -2.5453 -0.7334 -2.8102 0.07 0.02 -0.04 0.03
H -2.7022 -1.9542 -4.0721 0.01 -0.01 0.01 0.09
H -1.3302 -0.8686 -4.1221 -0.01 0.04 0.04 0.05
H 3.0142 -1.9107 -0.4863 -0.01 -0.01 0.03 0.08
H 2.7618 -2.8589 0.9742 -0.01 0.01 0.00 0.10
H 2.1676 -1.2075 0.8951 0.02 -0.12 0.00 0.06
H 1.9211 -4.0513 -1.6197 -0.02 0.00 0.00 0.09
H 0.3467 -4.6197 -1.0426 -0.02 -0.01 -0.02 0.06
H 1.7519 -4.6785 0.0151 -0.02 0.02 -0.01 0.09
H -0.1239 -1.8362 1.4967 -0.07 -0.03 -0.03 0.07
H 0.5160 -3.4413 1.7760 -0.04 -0.04 -0.03 0.10
H -0.9137 -3.2773 0.7624 0.00 -0.08 0.01 0.06
```
Forces are in eV/Å.

Entry 3:
Below is C27H40Cl2N3O4Tl as an isolated structure at a distorted geometry, with properties calculated with ωB97M-V/def2-TZVPD.

* gap between HOMO and LUMO (spin up / spin down): 5.9 / 4.5 eV
* HOMO energy (spin up / spin down): -6.1 / -5.1 eV
* 2S+1: 1

```
77
Properties=species:S:1:pos:R:3:forces:R:3:lowdin_charge:R:1
O 0.9610 -0.9181 -2.5665 -0.87 1.14 -1.79 0.00
C 0.4395 -0.2664 -3.4799 -0.99 -1.76 2.10 -0.18
C 0.4521 1.1832 -3.6123 -0.04 0.89 0.23 -0.22
C 0.4982 2.0461 -2.4942 0.18 -0.05 -0.45 -0.03
H 0.3559 1.6465 -1.4748 0.31 0.22 -0.63 0.08
C 0.6647 3.4152 -2.7258 -0.03 -0.10 0.29 -0.06
H 0.6774 4.1015 -1.8700 0.05 -0.29 -0.38 0.10
C 0.7965 3.9053 -4.0290 -0.38 -0.37 -0.02 -0.07
H 0.9563 4.9565 -4.2250 0.02 0.06 0.16 0.10
C 0.5930 3.0547 -5.1138 -0.14 -0.24 -0.30 -0.08
H 0.5496 3.4143 -6.1342 0.13 0.27 0.10 0.10
C 0.3785 1.7016 -4.9105 -0.08 -0.46 0.56 -0.04
H 0.1148 0.9880 -5.7000 0.37 0.50 0.00 0.12
H -0.2764 -0.8134 -4.1335 0.57 0.18 -0.42 0.14
C -2.8312 -1.9124 -2.1651 1.21 -0.47 -0.50 -0.15
C -3.2504 -0.9300 -1.1296 -1.86 -1.72 -2.62 -0.56
H -3.2296 -1.6037 -3.1514 0.13 -0.19 0.44 0.09
H -3.1190 -2.9474 -2.0219 0.08 -0.24 0.33 0.07
H -1.7233 -1.8289 -2.2190 -0.28 -0.51 -0.42 0.06
C -3.2533 0.3049 -1.7459 0.56 2.36 0.58 -0.29
C -4.4537 1.0519 -2.1812 -0.21 0.31 -0.73 -0.10
H -2.2494 0.7567 -1.8697 -0.40 0.20 -0.46 0.10
H -4.1789 1.7314 -3.0090 -0.19 -0.24 0.26 0.08
H -4.8961 1.6814 -1.3968 0.10 -0.24 0.09 0.05
H -5.2247 0.3423 -2.5432 0.27 0.37 0.24 0.09
Tl -2.7874 -1.0338 0.7718 1.69 0.90 2.62 0.96
Cl -3.8327 1.2896 1.2612 -0.21 0.25 0.56 -0.05
C -2.3392 -0.2865 3.7715 0.58 -0.82 -0.80 -0.29
O -1.9279 -1.1752 2.9478 -1.25 1.05 0.64 -0.15
N -1.8053 -0.2267 4.9802 -0.32 -0.21 -0.31 -0.16
C -0.8336 -1.2635 5.2863 0.22 -0.11 0.12 -0.03
C -2.3161 0.6447 6.0407 0.02 -0.15 -0.40 -0.02
H -3.1144 0.4426 3.4965 0.19 -0.10 0.02 0.06
H 0.0002 -1.2134 4.5725 -0.22 0.03 0.29 0.08
H -1.2950 -2.2583 5.1926 0.15 0.29 0.15 0.10
H -0.4897 -1.0807 6.3027 0.14 -0.21 -0.05 0.09
H -2.8703 1.4647 5.5700 0.17 -0.13 0.23 0.10
H -1.4627 1.0304 6.6087 -0.28 0.06 -0.12 0.09
H -2.9883 0.0870 6.7093 0.21 0.15 -0.13 0.10
H 4.6145 0.9216 -3.1124 -0.10 0.16 -0.04 0.09
H 4.1636 2.2049 -0.6528 -0.14 -0.20 0.09 0.09
C 3.5407 1.0563 -2.9235 0.35 -0.32 0.14 -0.05
C 3.2890 1.5584 -0.4920 -0.27 0.24 0.08 -0.03
N 3.1912 0.6051 -1.5845 0.40 -0.23 0.26 -0.17
H 2.9841 0.4745 -3.6610 0.13 0.14 0.04 0.08
C 3.0375 -0.7124 -1.3179 -0.46 -0.11 1.17 -0.34
O 2.6429 -1.1800 -0.2372 0.89 0.57 -1.22 -0.03
H 3.3859 1.0117 0.4532 -0.08 0.20 -0.26 0.09
H 3.3027 -1.3645 -2.1671 -0.10 0.09 0.06 0.14
H 3.2828 2.1143 -3.0340 0.00 -0.26 0.01 0.09
H 2.3951 2.2007 -0.4478 0.24 -0.18 0.11 0.08
H 0.9523 -5.9380 0.9792 -0.22 -0.08 0.11 0.08
H 2.5634 -5.1988 -0.2573 0.07 0.21 -0.12 0.09
C 0.1433 -5.3405 0.5571 0.06 0.02 -0.06 -0.03
C 2.0456 -4.3768 -0.7577 0.07 0.13 -0.37 -0.04
N 0.7542 -4.2086 -0.1136 0.00 0.13 -0.17 -0.17
H -0.5334 -4.9756 1.3337 0.17 -0.14 -0.13 0.09
C 0.0617 -3.0762 -0.2473 -1.35 0.22 1.03 -0.27
O -1.0445 -2.9179 0.3271 1.27 -0.29 -0.84 -0.12
H 2.6208 -3.4463 -0.6682 -0.12 -0.27 0.06 0.07
H 0.5269 -2.3002 -0.8728 -0.04 -0.18 0.25 0.11
H -0.4253 -5.9477 -0.1604 0.06 0.02 0.19 0.10
H 1.9372 -4.6209 -1.8263 0.04 -0.07 0.26 0.09
Cl -0.6907 3.6528 1.0239 -0.33 0.55 -0.29 0.71
C 0.1826 2.5867 2.0369 0.29 -1.34 0.68 -0.63
C 0.7019 3.0400 3.2410 0.27 -0.32 -0.08 -0.12
C 1.4626 2.1748 4.0456 -0.20 0.31 -0.06 -0.11
C 1.7465 0.8720 3.6026 -0.03 0.17 0.12 -0.12
C 1.2367 0.4109 2.4043 -0.28 0.38 -0.30 -0.06
C 0.3426 1.2215 1.6204 0.73 0.23 0.71 -0.34
C -0.2909 0.7076 0.4849 -1.12 -0.80 -0.66 -0.08
H 0.5347 4.0810 3.5101 0.06 -0.23 0.10 0.10
H 1.8520 2.5424 4.9980 -0.08 -0.16 -0.32 0.09
H 2.3641 0.2184 4.2254 -0.10 0.22 -0.27 0.10
H 1.5095 -0.5711 2.0056 -0.24 0.28 0.23 0.11
H 0.0888 -0.1970 -0.0032 -0.13 0.42 0.19 0.04
H -1.1623 1.2346 0.0785 0.65 -0.12 -0.14 -0.01
```
Forces are in eV/Å.

What is the formula in the first record? C27H39FeN8O4P

What is the formula in the third record? C27H40Cl2N3O4Tl

2S+1 of number 2 (C27H40BrIN4O3RhS2Si)? 1

What is the 2S+1 in the first record? 6